# 1
Computed, not measured: a structure of composition C37H37FN6O11P2S2SeTi in a non-equilibrium geometry, with the ωB97M-V functional and the def2-TZVPD basis.

Values from the calculation:
**ΔE to the lowest compared entry with this formula, charge and spin**: 40.7 kcal per mole
**Highest occupied orbital energy**: -7.47 eV
**Frontier orbital gap**: 0.243 hartree
**E_LUMO**: -0.84 eV
**E**: -201865.1661 eV

Geometry as ORCA input:
```
! wB97M-V def2-TZVPD RIJCOSX def2/J DEFGRID3
* xyz 0 1
Ti 11.0550 11.6981 14.5802
N 8.8833 9.5922 17.0369
C 8.3255 10.9582 16.9783
C 6.9913 10.9586 17.7172
P 9.6617 12.1013 17.5702
O 10.0291 11.1292 18.7817
O 9.1406 13.3863 18.0695
O 10.8520 11.9824 16.6445
P 7.9368 11.3559 15.1842
O 7.6430 9.8357 14.7655
O 6.6859 12.1326 15.1828
O 9.1633 11.7916 14.3475
H 9.0632 9.2841 18.0155
H 9.8190 9.4996 16.5309
H 8.2129 8.9774 16.6170
H 7.1048 10.8213 18.7965
H 6.3009 10.1516 17.2941
H 6.5261 11.9736 17.6763
H 10.8972 11.5039 19.1178
H 7.3295 9.8290 13.8830
F 17.8471 13.6267 15.2082
C 17.2514 12.4275 15.2025
C 15.8919 12.3230 15.3444
C 15.3163 11.0510 15.5443
C 13.8790 10.7178 15.3578
O 13.1277 11.6006 14.8473
C 13.4663 9.4520 15.7772
C 14.3779 8.4363 16.0220
N 15.6836 8.6365 15.9225
C 16.6335 7.5724 15.6269
C 16.4142 6.0752 15.8634
C 17.4408 6.8471 16.6523
C 16.1587 9.9688 15.8343
C 17.5086 10.0894 15.7105
C 18.1040 11.3141 15.3456
N 19.4636 11.3910 15.1109
C 20.0062 12.4615 14.2914
C 21.4950 11.9820 13.9094
N 21.3889 10.4848 13.6893
C 21.2218 9.7705 15.0075
C 20.4574 10.6842 15.9245
C 12.0434 9.1420 15.9741
O 11.7192 8.1996 16.6546
O 11.1129 9.8500 15.3705
H 15.2377 13.1747 15.3235
H 14.0151 7.4331 16.2229
H 17.2241 7.7894 14.7313
H 16.8431 5.4973 15.0828
H 15.6463 5.6117 16.5240
H 18.4787 6.8159 16.3254
H 17.2638 6.8503 17.7843
H 18.1039 9.2668 15.9461
H 20.1575 13.3372 14.8368
H 19.3959 12.6604 13.3531
H 22.3140 12.1171 14.6435
H 21.8232 12.5298 13.0032
H 22.1712 10.1752 13.0891
H 20.4751 10.3356 13.2457
H 22.1712 9.3667 15.3554
H 20.5515 8.9154 14.7605
H 21.1484 11.3093 16.5550
H 19.9565 9.9635 16.6475
Se 11.9483 16.4323 14.2708
C 11.4549 14.7968 14.1543
N 11.1735 13.6455 14.1816
C 14.0244 8.6162 10.8768
C 13.5906 8.3870 12.1927
C 12.5054 9.1207 12.6839
C 11.9437 10.2469 11.9592
C 11.0149 11.1284 12.5423
C 10.3138 11.9278 11.6214
C 10.6010 11.9939 10.2484
C 11.6432 11.2645 9.7667
C 12.3750 10.3875 10.6302
C 13.3938 9.5213 10.1143
H 14.8217 8.0376 10.4737
H 13.9396 7.5938 12.8450
H 12.0968 8.8297 13.6138
H 9.6013 12.6484 12.1260
H 9.9784 12.5056 9.6259
H 11.8452 11.2977 8.6857
H 13.6533 9.6463 9.0760
O 19.1299 10.5640 11.7078
S 18.0932 9.5843 11.9128
O 16.7212 10.0060 12.3013
N 18.7997 8.4820 13.0223
C 19.1196 7.3301 12.5407
S 19.9331 6.2702 13.5858
C 18.5570 7.1760 11.0686
C 18.3781 5.9892 10.3080
C 17.6459 6.1179 9.1371
C 17.1182 7.3418 8.7197
C 17.2935 8.5208 9.4319
C 17.9665 8.3182 10.6033
H 18.6708 5.0353 10.5825
H 17.6406 5.2322 8.5397
H 16.5116 7.3589 7.7736
H 16.7589 9.4054 9.1296
*
```

# 2
Computed, not measured: a cluster of 6 separate species, C19H39O7 in total, with the ωB97M-V functional and the def2-TZVPD basis.

Values from the calculation:
**Highest occupied orbital energy**: -0.85 eV
**Frontier orbital gap**: 0.119 hartree
**E_LUMO**: 2.38 eV
**E**: -34665.4383 eV

Geometry as ORCA input:
```
! wB97M-V def2-TZVPD RIJCOSX def2/J DEFGRID3
* xyz -1 1
C -3.7951 2.4911 -0.8217
C -4.0359 1.5693 0.3597
O -5.4153 1.6658 0.7955
C -3.0270 1.8347 1.4771
C -1.6278 1.2410 1.2646
O -0.8339 2.1613 0.3756
H -4.3251 2.1780 -1.7227
H -4.0951 3.5024 -0.5401
H -2.7247 2.5131 -1.0284
H -3.9138 0.5320 0.0458
H -5.4673 2.4378 1.3712
H -2.9501 2.9204 1.6236
H -3.4519 1.4164 2.3951
H -1.7893 0.3859 0.5924
H -0.6082 2.9214 0.9162
C -3.1676 -2.7190 2.5808
C -2.8100 -1.8442 3.7609
O -2.6915 -0.6537 3.6483
C -2.5847 -2.5535 5.0853
H -3.2848 -2.0887 1.7025
H -2.3744 -3.4425 2.3954
H -4.1002 -3.2558 2.7765
H -1.7749 -3.2807 4.9896
H -3.4886 -3.0883 5.3858
H -2.3255 -1.8216 5.8468
C 1.5659 2.5386 -1.7032
C 2.5352 3.5718 -2.2078
O 2.6483 4.6679 -1.7019
C 3.3770 3.1940 -3.4083
H 1.0015 2.8975 -0.8495
H 0.8621 2.2710 -2.4933
H 2.1041 1.6347 -1.4108
H 2.7348 2.9630 -4.2596
H 3.9849 2.3148 -3.1875
H 4.0275 4.0246 -3.6738
C 3.7073 7.1620 -5.8618
C 2.6044 6.1291 -5.8668
O 2.7887 5.0077 -6.2762
C 1.2689 6.5617 -5.3133
H 4.6152 6.7298 -6.2750
H 3.4121 8.0289 -6.4559
H 3.8955 7.4977 -4.8407
H 0.8812 7.4072 -5.8850
H 1.3811 6.8742 -4.2737
H 0.5659 5.7347 -5.3645
C -1.2631 -4.7255 -1.2383
C -0.4122 -4.8336 0.0040
O -0.5927 -4.1222 0.9620
C 0.6913 -5.8651 0.0042
H -2.0064 -3.9442 -1.1022
H -0.6379 -4.4838 -2.0994
H -1.7612 -5.6769 -1.4354
H 1.3996 -5.6728 -0.8036
H 0.2870 -6.8701 -0.1299
H 1.2202 -5.8247 0.9534
C 4.1699 -4.5214 4.0908
C 3.1467 -5.6298 4.0107
O 3.4735 -6.7836 3.8498
C 1.7022 -5.2174 4.1350
H 5.1693 -4.9362 3.9861
H 3.9913 -3.7910 3.3002
H 4.0867 -4.0045 5.0482
H 1.4444 -4.5110 3.3429
H 1.5312 -4.7273 5.0949
H 1.0612 -6.0924 4.0591
*
```